Entry from OMol25: a single C4H6O2 molecule (wB97M-V/def2-TZVPD).

ORCA input file:
```
! wB97M-V def2-TZVPD RIJCOSX def2/J DEFGRID3
* xyz 0 1
C -0.458 -0.444 -1.388
C -0.395 -0.163 0.078
C 0.783 -0.492 0.956
O 0.584 0.723 1.720
C -0.047 1.496 0.639
O -0.200 2.693 0.679
H -0.692 -1.481 -1.652
H -1.249 0.203 -1.769
H 0.496 -0.160 -1.837
H -1.304 -0.440 0.642
H 1.744 -0.493 0.412
H 0.751 -1.448 1.526
*
```

Results
Structure (SMILES)   C[C@H]1COC1=O
LUMO energy   0.7 eV
Frontier orbital gap   10.82 eV

=====

Entry from OMol25: 10 unconnected molecules or ions with the total composition C7H33NO9 (wB97M-V/def2-TZVPD).

ORCA input file:
```
! wB97M-V def2-TZVPD RIJCOSX def2/J DEFGRID3
* xyz 0 1
C 2.981 0.010 1.191
C 2.604 0.303 -0.040
C 1.598 -0.482 -0.874
C 0.410 -1.110 -0.149
C -0.544 -0.281 0.701
N -1.967 -0.304 0.252
C -2.853 -1.193 0.946
C -2.505 1.102 0.119
H 3.716 0.596 1.739
H 2.529 -0.889 1.651
H 3.003 1.150 -0.613
H 1.117 0.200 -1.609
H 2.039 -1.287 -1.466
H 0.812 -1.825 0.574
H -0.193 -1.711 -0.829
H -0.421 -0.336 1.774
H -0.290 0.762 0.425
H -3.736 -1.384 0.304
H -2.448 -2.190 1.137
H -3.241 -0.878 1.924
H -1.869 1.632 0.821
H -2.310 1.325 -0.925
H -3.547 1.172 0.406
O -0.425 3.219 -0.780
H -0.698 3.946 -1.334
H 0.196 2.717 -1.353
O 1.814 3.224 1.747
H 1.951 3.149 0.792
H 1.226 3.990 1.756
O 0.024 -3.491 -2.647
H 0.146 -3.739 -1.730
H 0.859 -3.195 -2.998
O -1.795 -0.971 -2.810
H -2.113 -0.772 -1.914
H -1.260 -1.787 -2.748
O 2.014 2.317 -2.614
H 1.570 2.907 -3.248
H 1.921 1.495 -3.125
O 0.839 0.967 3.107
H 1.011 1.716 2.499
H 1.679 0.861 3.561
O -0.452 -3.692 2.015
H -0.129 -3.495 2.916
H -0.971 -2.866 2.059
O -0.735 -1.612 3.736
H -1.313 -0.836 3.656
H 0.108 -1.268 4.030
O -0.587 1.440 -3.458
H -1.020 1.589 -4.321
H -0.993 0.628 -3.081
*
```

Results
Structure (SMILES)   C=CCCCN(C)C.O.O.O.O.O.O.O.O.O
LUMO energy   0.3 eV
Frontier orbital gap   8.63 eV

=====

Entry from OMol25: a single C19H14ClFN4O molecule (wB97M-V/def2-TZVPD).

ORCA input file:
```
! wB97M-V def2-TZVPD RIJCOSX def2/J DEFGRID3
* xyz 0 1
C 0.902 4.727 -2.907
O 1.512 5.274 -1.781
C 0.879 4.874 -0.515
C 0.667 5.850 0.369
C -0.128 5.593 1.688
C -0.503 4.324 2.021
C -1.327 4.009 3.184
N -0.202 3.302 1.082
N -0.572 1.991 1.210
C 0.051 1.400 0.164
C 0.077 0.063 -0.391
C -0.295 -1.097 0.326
C -0.261 -2.504 -0.124
C -0.398 -2.707 -1.480
C -0.268 -4.023 -1.939
Cl -0.377 -4.534 -3.625
C -0.057 -5.075 -0.988
C 0.344 -6.392 -1.320
C 0.413 -7.395 -0.376
C 0.313 -7.103 0.970
C 0.008 -5.751 1.379
F -0.385 -5.524 2.646
C -0.100 -4.794 0.364
N -0.221 -3.486 0.767
N 0.522 2.349 -0.777
C 0.447 3.538 -0.155
H 1.285 5.235 -3.725
H 1.104 3.639 -2.803
H -0.223 4.925 -2.933
H 1.033 6.840 0.234
H -0.390 6.413 2.306
H -1.627 3.004 3.189
H -0.667 4.019 4.052
H -2.091 4.695 3.505
H 0.225 0.002 -1.498
H -0.547 -1.012 1.411
H -0.603 -1.851 -2.180
H 0.471 -6.684 -2.412
H 0.609 -8.376 -0.792
H 0.377 -7.756 1.853
*
```

Results
Structure (SMILES)   COc1ccc(C)n2nc(/C=C/c3cc(Cl)c4cccc(F)c4n3)nc12
LUMO energy   -0.7 eV
Frontier orbital gap   7.67 eV

=====

Entry from OMol25: 2 unconnected molecules or ions with the total composition C8H19NO (wB97M-V/def2-TZVPD).

ORCA input file:
```
! wB97M-V def2-TZVPD RIJCOSX def2/J DEFGRID3
* xyz 0 1
C 1.468 0.735 1.628
C -0.100 1.183 1.996
N -1.085 0.132 1.945
C -0.764 -0.878 2.916
C -1.857 -0.194 0.747
C -2.926 -1.250 1.131
O -1.775 0.160 -0.395
H 1.932 -0.122 1.926
H 1.940 1.442 2.219
H 1.522 0.523 0.504
H -0.238 1.727 2.929
H -0.272 1.938 1.231
H 0.256 -1.171 2.785
H -0.337 -0.245 3.854
H -1.457 -1.620 2.997
H -3.885 -0.748 1.448
H -3.123 -2.145 0.548
H -2.786 -1.737 2.120
C 0.758 0.366 -3.528
C 1.985 -0.100 -2.763
C 3.404 -0.019 -3.239
H 0.905 1.200 -4.220
H 0.397 -0.551 -3.962
H 0.059 1.047 -2.909
H 1.681 -1.233 -2.771
H 1.867 0.311 -1.712
H 3.722 1.048 -3.477
H 3.459 -0.698 -4.112
H 4.073 -0.313 -2.419
*
```

Results
Structure (SMILES)   CCN(C)C(C)=O.CCC
LUMO energy   0.9 eV
Frontier orbital gap   9.85 eV

=====

Entry from OMol25: a molecular structure, C36H57AsBCsF6N8OS4SbSi2 (wB97M-V/def2-TZVPD).

ORCA input file:
```
! wB97M-V def2-TZVPD RIJCOSX def2/J DEFGRID3
* xyz -2 2
Cs 1.334 -1.597 -0.739
C -1.826 0.671 5.581
C -1.214 0.696 4.178
C -0.860 2.132 3.767
C 0.085 -0.103 4.216
N -2.250 0.214 3.221
C -3.437 0.932 3.112
C -4.165 0.351 2.150
N -3.451 -0.716 1.650
B -4.046 -1.419 0.404
N -4.031 -0.495 -0.848
C -4.953 -0.766 -1.832
C -4.676 0.003 -2.892
N -3.566 0.772 -2.561
C -3.167 0.459 -1.281
S -1.849 1.087 -0.395
C -2.957 1.620 -3.623
C -2.460 0.683 -4.729
C -4.038 2.568 -4.152
C -1.780 2.464 -3.160
N -3.429 -2.810 0.111
C -3.709 -3.831 0.991
C -3.015 -4.912 0.615
N -2.299 -4.567 -0.526
C -2.560 -3.257 -0.839
S -1.933 -2.343 -2.137
C -1.443 -5.620 -1.165
C -2.374 -6.762 -1.583
C -0.675 -5.171 -2.403
C -0.435 -6.089 -0.112
C -2.271 -0.839 2.324
S -1.097 -2.029 2.099
H -1.097 1.045 6.304
H -2.090 -0.352 5.852
H -2.724 1.288 5.652
H -0.067 2.512 4.416
H -1.712 2.809 3.837
H -0.502 2.139 2.736
H 0.715 0.385 4.967
H 0.602 -0.096 3.259
H -0.065 -1.143 4.488
H -3.640 1.809 3.697
H -5.117 0.629 1.734
H -5.228 -1.603 0.658
H -5.704 -1.524 -1.697
H -5.140 0.043 -3.858
H -3.273 0.110 -5.177
H -1.737 -0.025 -4.320
H -1.974 1.266 -5.515
H -4.875 2.038 -4.606
H -3.601 3.220 -4.911
H -4.422 3.188 -3.340
H -0.960 1.846 -2.811
H -2.049 3.141 -2.351
H -1.457 3.043 -4.032
H -4.337 -3.672 1.850
H -2.926 -5.875 1.079
H -3.101 -6.406 -2.315
H -2.913 -7.184 -0.734
H -1.781 -7.558 -2.039
H -1.332 -4.781 -3.176
H -0.150 -6.053 -2.778
H 0.058 -4.400 -2.187
H -0.907 -6.632 0.708
H 0.105 -5.241 0.310
H 0.292 -6.755 -0.581
S 2.250 -5.523 3.330
C 2.028 -4.416 2.097
N 1.874 -3.644 1.234
O 1.822 2.210 0.632
N 2.197 0.904 0.654
F 2.115 -0.514 -2.935
Sb 3.023 -1.677 -4.129
F 2.314 -3.169 -3.206
F 1.516 -1.603 -5.249
F 3.915 -2.801 -5.346
F 3.738 -0.128 -4.952
F 4.479 -1.694 -2.934
C 4.406 4.475 -1.096
Si 3.509 3.056 -1.930
C 4.572 1.565 -1.652
C 3.327 3.420 -3.746
As 1.282 2.605 -1.150
Si 0.697 4.804 -0.444
C 1.685 5.346 1.038
C -1.103 4.839 0.042
C 0.936 5.991 -1.864
H 5.426 4.489 -1.496
H 4.473 4.314 -0.018
H 3.958 5.455 -1.267
H 5.609 1.853 -1.854
H 4.311 0.735 -2.308
H 4.513 1.206 -0.623
H 4.305 3.702 -4.149
H 2.629 4.240 -3.937
H 2.984 2.533 -4.283
H 1.604 4.615 1.845
H 1.261 6.295 1.383
H 2.742 5.490 0.823
H -1.474 3.862 0.361
H -1.730 5.150 -0.797
H -1.239 5.553 0.861
H 1.989 6.141 -2.111
H 0.505 6.956 -1.579
H 0.427 5.651 -2.770
C 2.896 0.624 1.732
C 3.461 0.126 2.686
C 4.108 -0.590 3.740
C 5.003 0.040 4.608
C 5.583 -0.676 5.642
C 5.261 -2.016 5.825
C 4.357 -2.642 4.975
C 3.779 -1.937 3.931
H 5.231 1.088 4.460
H 6.277 -0.184 6.313
H 5.706 -2.570 6.642
H 4.076 -3.676 5.127
H 3.047 -2.408 3.283
*
```

Results
LUMO energy (alpha / beta)   3.5 / 3.1 eV
Frontier orbital gap (alpha / beta)   5.83 / 5.44 eV

=====

Summary of energy in Ha
-306.4361, -1018.3503, -1586.6453, -446.0649, -7211.6282
(order as listed above)
Summary of strongest force on any atom in eV/Å
3.4, 3.2, 4.7, 6.0, 1.5
(order as listed above)
Summary of energy relative to the best compared isomer or geometry (same formula, charge and spin) in kJ/mol
184.2, 282.7, 336.6, 440.5, 35.5
(order as listed above)